Entry 1:
The following is a DFT calculation (ωB97M-V/def2-TZVPD) of a 5-piece molecular cluster, C8H18Br4O5 overall.

Geometry as XYZ:
```
35
Properties=species:S:1:pos:R:3:forces:R:3
O -1.516 0.962 1.933 -0.018 -0.167 -0.046
Br -0.166 -1.500 -3.323 -0.207 0.039 -0.274
C -2.584 3.388 -1.019 -0.528 -0.042 0.163
C -0.511 0.951 2.951 0.287 0.238 -0.079
H 1.494 0.049 -0.297 -0.098 -0.088 -0.031
C 0.311 -3.608 -1.553 0.025 0.276 -0.296
H -2.352 1.835 -2.524 0.086 -0.155 0.124
H 3.404 -1.162 -0.332 -0.010 0.021 -0.142
H 1.255 -3.104 -1.370 -0.008 -0.024 0.142
Br -4.513 3.511 -1.361 0.137 0.040 0.055
Br -0.145 -4.627 0.031 -0.002 -0.071 0.065
C 0.504 -0.094 2.470 -0.397 -0.120 0.199
H 0.330 -1.052 2.966 -0.049 0.005 -0.119
Br -0.040 2.595 -1.878 0.150 -0.008 -0.056
H -2.001 3.496 -3.069 -0.045 -0.117 -0.077
O -1.639 0.260 -0.196 -0.242 -0.163 -0.271
C -0.769 -2.595 -1.837 -0.005 0.096 0.223
C 1.945 0.292 2.577 0.361 -0.227 -0.102
O 4.019 -1.573 0.294 -0.029 0.011 0.159
H -0.932 -1.919 -1.003 0.099 0.062 -0.017
H 3.629 -2.427 0.499 0.023 -0.067 -0.047
H -2.482 2.779 -0.127 0.051 -0.133 -0.102
H 1.329 0.078 -1.809 0.085 -0.138 -0.062
H -2.249 4.398 -0.814 0.071 0.037 -0.076
O 0.138 -0.255 1.080 -0.205 0.065 0.174
H 2.579 -0.489 2.152 -0.012 0.049 -0.039
H 2.227 0.387 3.626 -0.029 0.198 -0.008
H -0.965 0.711 3.908 -0.083 -0.088 -0.014
H -1.724 -3.026 -2.118 0.082 -0.142 -0.093
C -1.068 0.310 0.843 0.211 0.183 0.375
H -0.074 1.952 3.006 0.025 -0.067 -0.020
H 0.440 -4.294 -2.384 -0.058 -0.141 0.098
O 1.919 -0.239 -1.113 0.159 0.137 0.053
H 2.146 1.215 2.032 -0.003 0.112 0.146
C -1.943 2.796 -2.241 0.176 0.390 -0.005
```
Positions in Å, forces in eV/Å.

As for the SMILES: C[C@H]1COC(=O)O1.BrCCBr.BrCCBr.O.O. As for the HOMO energy: -10.228 eV. Its total energy is -298996.6026 eV. The maximum force comes out at 0.011 hartree/bohr.

=====

Entry 2:
The following is a DFT calculation (ωB97M-V/def2-TZVPD) of an isolated ion of composition C7H9IN3 and charge +1 in a non-equilibrium geometry.

Geometry as XYZ:
```
20
Properties=species:S:1:pos:R:3:forces:R:3
C -1.159 -0.054 0.052 -0.567 0.602 -0.427
H 0.977 -2.615 0.427 0.169 1.155 0.176
C -0.476 0.536 -1.172 1.348 0.164 0.896
H 1.195 -1.183 1.366 0.951 1.345 2.997
H -0.350 2.529 -1.953 0.162 1.249 -1.407
C 1.445 -0.852 -0.693 0.708 0.180 -0.123
N 0.994 0.106 -1.367 -1.598 0.434 -0.123
C -0.390 1.723 1.301 -0.907 1.341 -0.086
C -0.352 2.644 0.177 0.348 -2.262 -1.232
C -0.473 2.060 -1.037 0.476 -0.795 1.719
N -0.694 -1.398 0.407 1.463 -1.069 -2.029
H -0.854 0.196 -2.115 -0.864 0.011 -0.357
N -0.822 0.543 1.295 -0.457 -0.440 0.023
H -0.951 -2.154 -0.258 -0.660 0.532 0.948
I -3.412 -0.211 -0.103 1.337 0.206 -0.087
C 0.817 -1.497 0.486 -1.517 -3.361 -3.222
H -0.225 2.096 2.270 0.723 0.613 1.151
H 2.421 -1.258 -0.985 -0.053 0.285 0.228
H 0.010 3.612 0.396 -0.254 1.108 -0.278
H -1.023 -1.382 1.348 -0.809 -1.296 1.232
```
Positions in Å, forces in eV/Å.

As for the SMILES: I[C@]12N=CC=C[C@H]1N=CC[NH2+]2. As for the HOMO energy: -13.585 eV. As for the relative energy (zero: lowest compared OMol25 entry of this formula, charge and spin): 1.3157 eV. As for the charge: +1. Its total energy is -19966.7539 eV. The maximum force comes out at 0.095 hartree/bohr.

=====

Entry 3:
The following is a DFT calculation (ωB97M-V/def2-TZVPD) of C44H40N7O15Sr as an isolated structure in a non-equilibrium geometry.

Geometry as XYZ:
```
107
Properties=species:S:1:pos:R:3:forces:R:3
C 2.249 2.634 3.517 0.481 -0.602 -0.384
H -3.120 5.645 0.121 0.272 -0.369 -0.149
O -4.370 -4.380 6.164 1.729 0.801 -1.379
C -0.277 -3.172 -3.876 -0.630 0.724 1.826
C 3.044 0.973 -3.422 0.359 -0.353 -2.411
H 5.448 2.489 0.474 -0.017 -0.112 0.111
H -0.043 0.042 -1.605 0.349 0.130 -0.380
C 3.822 3.738 -0.133 -0.144 -0.351 -1.043
N 1.963 -4.191 -3.701 1.284 -0.178 -0.499
C 4.394 2.552 0.250 -0.464 -1.592 0.415
O 0.303 3.518 2.493 1.356 -1.730 0.757
H -4.416 -2.470 1.836 -0.687 -0.232 0.255
H 2.142 4.669 -0.997 -0.384 0.138 0.275
C -4.354 5.937 1.802 2.016 -2.488 0.375
C 1.684 2.645 -0.428 -0.413 -0.037 0.461
H 4.433 4.609 -0.324 0.056 0.081 0.308
H -2.072 -2.016 -4.042 0.135 0.141 0.132
C 4.372 0.820 -5.501 -0.142 0.682 0.829
C -1.222 -2.446 -4.552 -0.319 -0.634 -2.022
H -5.467 5.939 3.669 -0.072 0.361 -0.196
H 0.607 2.562 -0.445 -0.147 0.841 -0.772
O -2.343 -5.013 6.320 0.825 0.472 -0.990
H 1.622 0.592 0.058 -0.102 -0.281 -0.198
H 4.930 4.688 3.589 -0.033 0.067 -0.099
C 0.833 -3.664 -4.508 0.453 -0.215 -0.482
O -5.799 7.736 1.710 0.636 0.230 0.008
C 2.009 0.260 -4.101 1.330 0.832 1.731
H 2.288 0.605 4.086 0.112 -0.215 -0.012
C -4.118 4.294 3.633 -0.007 1.113 -1.628
H 4.596 0.494 4.543 0.692 0.192 0.201
H -3.166 -6.006 -1.442 0.344 0.195 -0.104
O -0.674 -5.191 -1.383 -0.951 1.055 1.436
C -4.758 -5.019 -0.440 0.827 0.633 -0.053
C -0.559 -0.802 -1.146 0.265 0.024 2.195
N -1.029 -4.670 -0.324 1.234 -1.280 0.055
C 4.341 3.787 3.676 0.631 -1.213 0.150
H -2.757 2.668 3.098 0.011 -0.062 0.970
O 5.746 0.737 -7.447 -1.362 0.236 2.840
O 1.854 -4.215 -2.467 -0.166 0.298 -0.016
C -2.871 -3.450 0.860 0.729 -1.611 -0.298
H -2.188 -0.673 0.474 -0.083 -0.158 -0.364
C -3.417 -5.216 -0.749 0.117 0.317 1.049
C -3.358 5.201 1.076 0.036 0.449 0.752
O 0.273 1.420 3.012 0.511 -0.192 0.041
H 6.066 2.484 4.196 0.143 0.408 -0.255
C 2.147 -0.103 -5.411 0.828 -0.141 -0.249
H 1.315 -0.671 -5.801 0.163 0.033 -0.666
N 0.840 2.490 2.961 -0.403 2.434 0.031
H -0.689 0.086 0.877 0.341 -0.060 -0.048
C -2.714 4.058 1.621 -1.982 2.143 -0.181
O -4.793 7.088 -0.093 0.182 0.902 -0.181
H -4.576 -2.194 5.477 0.076 0.310 -0.003
H -0.399 -2.099 2.794 0.281 -0.179 0.047
H 3.353 -0.185 -7.158 0.575 0.163 -0.042
H -1.922 3.508 1.135 -0.136 0.160 -0.213
H -3.877 -0.080 4.031 -0.160 0.011 0.249
N -3.171 -4.290 5.801 -2.155 -1.603 2.079
H -1.717 -0.133 2.848 -0.283 -0.004 -0.272
H 1.787 -3.980 -6.397 0.010 -0.047 -0.065
O 3.662 -0.891 0.363 -1.824 -3.336 -0.728
C 2.971 3.829 3.432 0.124 -0.393 -0.735
H -4.374 3.929 4.616 -0.254 0.118 -0.065
C 3.346 0.159 -6.135 -1.492 -0.611 0.290
O 5.353 0.131 1.198 -2.673 0.158 -1.366
C 5.008 2.557 3.992 -0.100 2.420 0.528
C -3.179 3.634 2.863 0.714 -0.977 -0.453
C -1.363 -0.106 0.043 0.737 -0.453 -0.678
H 2.544 4.723 3.002 -0.264 0.071 0.307
C -4.708 5.462 3.067 -0.093 -0.177 0.737
H -6.188 -3.767 0.586 -0.206 -0.390 0.303
C -3.670 -2.108 4.896 2.421 -0.063 -2.368
H -1.253 -1.186 -1.893 -0.202 -0.191 -0.069
C -1.174 -2.409 -5.974 -0.115 0.689 2.126
O 0.351 -1.787 -0.684 0.664 -0.336 0.113
H -1.858 -1.702 -6.420 -0.197 -0.494 -0.670
C -2.461 -4.440 -0.048 -0.939 0.170 -0.351
C 2.491 3.755 -0.538 -0.110 0.958 -0.250
Sr 2.285 -3.242 -0.010 -2.439 1.401 -1.343
C -3.268 -0.971 4.079 -1.148 -1.767 1.297
C 4.248 1.475 4.253 -1.070 -1.869 -0.405
O -0.204 -4.478 0.607 -0.741 0.399 -0.928
H -0.079 -3.031 -7.694 -0.026 -0.113 -0.077
C 2.906 1.482 3.961 -2.120 0.550 -0.243
C 3.569 1.378 0.288 2.413 1.955 -0.105
H -2.063 -2.888 1.305 -0.365 0.238 0.068
H 4.940 1.962 -3.750 0.304 -0.219 0.012
O 2.997 -4.546 -4.253 -1.542 0.472 0.286
O 6.516 1.826 -5.782 -1.105 -0.274 1.204
C 4.205 1.293 -4.171 -0.693 -0.272 0.195
H -0.925 -4.100 4.266 -0.022 -0.151 -0.334
N -4.981 7.071 1.105 -1.331 -1.418 0.224
C -4.236 -3.325 1.202 2.834 1.324 -0.337
H -0.426 -3.217 -2.807 0.539 -0.203 0.153
C -5.148 -4.051 0.521 -1.145 -0.918 -1.591
H 1.143 -0.010 -3.514 -0.278 -0.051 -0.180
C -1.613 -3.283 4.107 -0.319 0.316 0.981
H -1.718 0.877 -0.268 -0.298 -0.009 -0.161
C -2.790 -3.255 4.843 -1.779 2.374 0.488
N 4.229 0.114 0.633 3.481 2.865 1.889
C -0.161 -3.081 -6.619 0.803 0.633 -0.335
H -5.428 -5.571 -1.082 -0.541 0.073 0.440
C -2.108 -1.017 3.329 0.238 -0.196 1.026
C 2.251 1.461 -0.072 -0.062 -1.897 1.224
C -1.298 -2.140 3.391 0.366 -0.162 -0.525
N 5.625 1.145 -6.250 1.331 -0.207 -3.505
C 0.910 -3.599 -5.894 0.179 -0.758 0.131
H 2.899 1.297 -2.401 0.207 0.082 -0.145
```
Positions in Å, forces in eV/Å.

As for the HOMO energy: -11.131 eV. As for the relative energy (zero: lowest compared OMol25 entry of this formula, charge and spin): 2.6222 eV. As for the charge: +1. Its total energy is -88229.5486 eV. The maximum force comes out at 0.095 hartree/bohr.